# C34H47N6O7

5 unconnected molecules or ions with the total composition C34H47N6O7 (ωB97M-V/def2-TZVPD, the OMol25 dataset).

```
94
C34H47N6O7, DFT ωB97M-V/def2-TZVPD
C 3.320 0.324 1.452
C 2.627 0.563 0.134
C 1.384 1.384 0.308
O 0.928 1.709 1.377
O 0.871 1.785 -0.881
C -0.569 1.887 -0.983
C -1.203 0.584 -1.431
N -1.373 -0.470 -0.431
C -0.846 -1.736 -0.927
C -0.815 -2.871 0.081
C 0.089 -2.625 1.280
N 1.389 -3.296 1.078
C -2.754 -0.577 0.099
C -3.441 0.804 0.210
C -4.352 1.045 1.404
C -5.612 0.231 1.475
O -6.439 0.610 0.350
C -3.636 -1.480 -0.759
O -3.607 -1.087 -2.153
O -4.936 -0.663 -2.540
C -2.714 -1.202 1.538
O -2.005 -0.592 2.363
O -3.447 -2.213 1.693
H 2.658 -0.178 2.143
H 3.618 1.255 1.915
H 4.206 -0.291 1.332
H 3.296 1.092 -0.541
H 2.370 -0.375 -0.343
H -0.755 2.591 -1.782
H -0.988 2.275 -0.068
H -0.554 0.226 -2.223
H -2.126 0.826 -1.945
H 0.186 -1.559 -1.225
H -1.340 -2.085 -1.840
H -1.797 -3.126 0.455
H -0.412 -3.741 -0.430
H 0.161 -1.559 1.473
H -0.376 -3.089 2.139
H 1.817 -2.945 0.232
H 2.013 -3.110 1.852
H -4.051 0.946 -0.676
H -2.732 1.617 0.199
H -3.820 1.035 2.345
H -4.695 2.068 1.297
H -6.145 0.491 2.386
H -5.410 -0.831 1.431
H -7.010 -0.133 0.151
H -4.665 -1.443 -0.443
H -3.319 -2.511 -0.725
H -4.770 0.237 -2.842
N -0.087 2.096 -4.241
C 1.093 1.494 -4.348
C 1.844 1.488 -5.516
C 1.339 2.138 -6.629
C 0.109 2.769 -6.531
C -0.560 2.719 -5.316
H 1.449 1.000 -3.451
H 2.800 0.984 -5.546
H 1.894 2.154 -7.559
H -0.325 3.288 -7.374
H -1.524 3.202 -5.196
N -5.072 4.876 0.681
C -4.821 6.086 0.192
C -5.729 7.135 0.225
C -6.971 6.911 0.796
C -7.248 5.654 1.308
C -6.268 4.675 1.227
H -3.838 6.220 -0.248
H -5.466 8.100 -0.187
H -7.709 7.701 0.841
H -8.204 5.432 1.762
H -6.445 3.678 1.617
N 4.717 -2.550 3.657
C 4.107 -2.107 4.753
C 4.741 -1.355 5.732
C 6.081 -1.053 5.566
C 6.731 -1.508 4.430
C 6.005 -2.246 3.506
H 3.058 -2.364 4.847
H 4.192 -1.016 6.600
H 6.611 -0.469 6.308
H 7.777 -1.292 4.257
H 6.470 -2.618 2.599
N 5.650 -3.422 -0.059
C 5.041 -4.563 -0.371
C 5.700 -5.649 -0.935
C 7.057 -5.542 -1.190
C 7.702 -4.358 -0.870
C 6.954 -3.335 -0.306
H 3.979 -4.598 -0.154
H 5.156 -6.554 -1.166
H 7.604 -6.367 -1.630
H 8.761 -4.229 -1.050
H 7.424 -2.394 -0.036
```

As for the highest occupied orbital energy: -4.283 eV. The value obtained for the orbital gap is 6.533 eV. Its net charge is -1. The molecular weight comes out at 651.79 g mol⁻¹. The value obtained for the maximum force is 0.0190 hartree/bohr. As for the lowest unoccupied orbital energy: 2.2 eV.